(1)
Molecular formula: C3H3NiO4
Method: DFT, ωB97M-V/def2-TZVPD

XYZ file:
```
11
Properties=species:S:1:pos:R:3
C -0.5660 1.3746 0.3000
C -0.4956 0.3862 -0.7103
H -1.3976 0.0685 -1.2352
Ni -3.1590 1.3463 1.4825
O -1.7273 1.7626 0.5880
O 0.5898 -0.2422 -1.1253
C 1.4379 -0.9500 -0.3024
O 2.3470 -0.4725 0.3048
O 1.0464 -2.1946 -0.3642
H 0.3114 1.6789 0.8793
H 1.6131 -2.7577 0.1827
```

Output
Multiplicity: 4
<S²>: 3.7880
Energy, a.u.: -1924.452983
HOMO energy (alpha / beta), eV: -18.9 / -18.2
Frontier orbital gap (alpha / beta), eV: 9.87 / 3.18
Total charge: +2
Energy relative to the best compared isomer or geometry (same formula, charge and spin), kcal per mole: 0.0


(2)
Molecular formula: C3H3O2
Method: DFT, ωB97M-V/def2-TZVPD

XYZ file:
```
8
Properties=species:S:1:pos:R:3
C 0.4265 0.7827 -0.1113
C -0.5771 1.3582 -0.8368
C -0.2209 -2.3336 0.8738
O -1.4148 1.8176 -1.4146
O -0.3356 -3.4056 1.1807
H 0.0826 -0.1992 0.3206
H 0.7356 1.4328 0.7158
H 1.3037 0.5472 -0.7282
```

Output
Multiplicity: 1
Energy, a.u.: -266.272541
HOMO energy, eV: -17.5
Frontier orbital gap, eV: 11.92
Total charge: +1
Energy relative to the best compared isomer or geometry (same formula, charge and spin), kcal per mole: 0.0


(3)
Molecular formula: C3H3O2P
Method: DFT, ωB97M-V/def2-TZVPD

XYZ file:
```
9
Properties=species:S:1:pos:R:3
C 0.6430 -1.3622 -0.8290
C 1.7827 -1.2963 0.8741
C -1.2822 0.2738 0.0465
O 2.4320 0.9974 -0.2012
O -0.0833 0.9962 0.2279
P 1.2465 0.1547 -0.0884
H -1.0250 -0.7815 -0.2004
H -1.8389 0.6958 -0.7906
H -1.8748 0.3220 0.9610
```

Output
Multiplicity: 1
Energy, a.u.: -607.599400
HOMO energy (alpha / beta), eV: -10.3 / -10.1
Frontier orbital gap (alpha / beta), eV: 7.00 / 6.85
Total charge: 0
Energy relative to the best compared isomer or geometry (same formula, charge and spin), kcal per mole: 207.9


(4)
Molecular formula: C3H3O2Yb
Method: DFT, ωB97M-V/def2-TZVPD

XYZ file:
```
9
Properties=species:S:1:pos:R:3
C -1.9442 -0.7294 -0.3307
O 0.2015 -0.7032 0.4955
C -1.6795 0.5437 -0.0693
C -0.7728 -1.6097 0.0960
O -1.6243 1.7251 -0.0807
H -2.9777 -1.0703 -0.3987
H -1.0949 -2.2645 0.9311
H -0.4703 -2.2473 -0.7603
Yb 2.2869 0.1196 -0.0772
```

Output
Multiplicity: 2
<S²>: 0.7508
Energy, a.u.: -1425.161275
HOMO energy (alpha / beta), eV: -6.1 / -8.0
Frontier orbital gap (alpha / beta), eV: 6.02 / 7.36
Total charge: 0
Energy relative to the best compared isomer or geometry (same formula, charge and spin), kcal per mole: 8.9


(5)
Molecular formula: C3H3O2Yb
Method: DFT, ωB97M-V/def2-TZVPD

XYZ file:
```
9
Properties=species:S:1:pos:R:3
C 0.6993 -0.2410 -0.9337
H 0.6890 -1.0925 -1.6246
H 0.7003 0.7071 -1.4951
H 1.7043 -0.3455 -0.4962
C -0.9792 -0.4268 -0.2475
O -1.7855 -1.3093 -0.3235
C -0.1385 0.0809 0.7731
O -0.1207 1.3480 1.0517
Yb -0.7689 1.2791 3.2958
```

Output
Multiplicity: 2
<S²>: 0.7632
Energy, a.u.: -1424.433430
HOMO energy (alpha / beta), eV: -18.4 / -18.3
Frontier orbital gap (alpha / beta), eV: 7.88 / 7.31
Total charge: +2
Energy relative to the best compared isomer or geometry (same formula, charge and spin), kcal per mole: 90.2


(6)
Molecular formula: C3H3O3
Method: DFT, ωB97M-V/def2-TZVPD

XYZ file:
```
9
Properties=species:S:1:pos:R:3
C 1.7656 1.4801 -0.7500
C -0.3404 0.4280 0.2960
C -0.5957 -0.9170 0.1523
O 2.6585 1.9183 -1.3129
O -1.7908 -1.4112 0.4869
O 0.8117 1.2416 -0.0990
H -0.9077 1.1544 0.9485
H 0.1172 -1.5860 -0.3270
H -1.7184 -2.3083 0.6052
```

Output
Multiplicity: 1
Energy, a.u.: -341.442288
HOMO energy, eV: -14.9
Frontier orbital gap, eV: 10.21
Total charge: +1
Energy relative to the best compared isomer or geometry (same formula, charge and spin), kcal per mole: 41.6


(7)
Molecular formula: C3H3O3
Method: DFT, ωB97M-V/def2-TZVPD

XYZ file:
```
9
Properties=species:S:1:pos:R:3
C 3.1450 0.9852 -2.2372
C 0.3831 0.1882 -1.2443
C 0.0954 0.1145 0.1826
O 3.7361 1.8091 -2.6956
O -0.9163 -0.4972 0.6118
O 1.1568 1.0388 -1.6591
H -0.1814 -0.4843 -1.8966
H 0.7631 0.6791 0.8406
H -1.1363 -0.4510 1.5685
```

Output
Multiplicity: 1
Energy, a.u.: -341.437278
HOMO energy (alpha / beta), eV: -15.8 / -15.8
Frontier orbital gap (alpha / beta), eV: 7.81 / 7.81
Total charge: +1
Energy relative to the best compared isomer or geometry (same formula, charge and spin), kcal per mole: 44.8


(8)
Molecular formula: C3H3O3Sc
Method: DFT, ωB97M-V/def2-TZVPD

XYZ file:
```
10
Properties=species:S:1:pos:R:3
C -1.2329 -0.2242 0.5391
C 0.7499 0.6408 -1.2916
O -1.5917 0.1407 -0.5727
O 0.1524 -0.3078 0.7803
C 1.0838 -0.1849 -0.2668
H 0.9372 0.2949 -2.3078
H 0.4619 1.6752 -1.0997
H 1.5386 -1.1644 -0.4352
O -1.8335 -0.2720 1.6434
Sc -0.2657 -0.5983 3.0111
```

Output
Multiplicity: 2
<S²>: 0.7508
Energy, a.u.: -1102.220158
HOMO energy (alpha / beta), eV: -12.9 / -12.9
Frontier orbital gap (alpha / beta), eV: 6.62 / 6.54
Total charge: +1
Energy relative to the best compared isomer or geometry (same formula, charge and spin), kcal per mole: 0.0


(9)
Molecular formula: C3H3O3Tb
Method: DFT, ωB97M-V/def2-TZVPD

XYZ file:
```
10
Properties=species:S:1:pos:R:3
C 1.3680 -1.6308 2.3797
C 0.1191 -1.1983 2.1490
O -0.4167 -0.9378 0.9560
Tb -1.6849 0.7585 -0.1146
H 2.0942 -1.7377 1.5721
H 1.6343 -1.9770 3.3783
H -0.5498 -0.9881 2.9969
O -2.1991 -1.6282 -0.9102
C -1.7623 -2.4981 -0.2138
O -1.8627 -3.5649 0.2506
```

Output
Multiplicity: 8
<S²>: 15.7723
Energy, a.u.: -1165.987394
HOMO energy (alpha / beta), eV: -11.6 / -11.6
Frontier orbital gap (alpha / beta), eV: 7.17 / 5.77
Total charge: +1
Energy relative to the best compared isomer or geometry (same formula, charge and spin), kcal per mole: 8.1


(10)
Molecular formula: C3H3O4P
Method: DFT, ωB97M-V/def2-TZVPD

XYZ file:
```
11
Properties=species:S:1:pos:R:3
O -3.4147 1.6982 -0.0158
C -2.5317 0.9528 -0.0621
O -1.3019 1.3102 0.3112
C -0.2656 0.4869 -0.2795
C -0.4337 -0.9652 0.3312
O -0.7896 -1.9828 -0.5420
P -2.0564 -1.6768 0.3391
O -2.6339 -0.3293 -0.4627
H 0.5268 1.0033 0.0026
H -0.4559 0.4113 -1.3690
H 0.2999 -1.3829 1.0575
```

Output
SMILES string: O=C1OC[C@@H]2OP2O1
Multiplicity: 1
Energy, a.u.: -758.408626
HOMO energy, eV: -10.6
Frontier orbital gap, eV: 11.09
Total charge: 0
Energy relative to the best compared isomer or geometry (same formula, charge and spin), kcal per mole: 0.0